DFT (ωB97M-V/def2-TZVPD) results for 4 unconnected molecules or ions with the total composition C32H65Cl2FIN2O20P3S5 in a non-equilibrium geometry.

Computed properties:
* relative energy (zero: lowest compared OMol25 entry of this formula, charge and spin): 625.7 kJ/mol
* 2S+1: 1
* SMILES: CC(C)C[C@@](N)(CCCCS(=O)(=O)Cl)O[C@](I)(CP(=O)(O)O)[C@@](F)(Cc1ccccc1)N(CCCCS(=O)(=O)Cl)PP(=O)(O)O.CCOS(C)(=O)=O.CCOS(C)(=O)=O.CCOS(C)(=O)=O

Each line ends with the Mulliken charge.
Cartesian coordinates (Å):
C (-3.8237, 0.5869, 1.2409)  -1.017
C (-2.9347, 1.6883, 2.0031)  0.983
C (-3.8229, 2.1323, 3.3076)  -1.139
C (-2.6568, 3.0324, 1.1846)  -1.325
C (-1.4454, 2.9001, 0.0759)  0.026
N (-2.1071, 2.2567, -1.0893)  -0.084
C (-1.0587, 4.4697, -0.1894)  -0.634
C (-1.3185, 4.9462, -1.7009)  -0.359
C (-0.3334, 6.2240, -1.9468)  -1.002
C (-0.6706, 7.4648, -0.9718)  -0.300
S (0.7338, 8.7165, -1.1494)  1.028
O (1.5608, 8.8158, 0.1139)  -0.545
O (0.1822, 10.1092, -1.4229)  -0.573
Cl (1.9727, 8.2416, -2.7868)  -0.187
O (-0.4162, 2.1974, 0.7415)  0.349
C (0.6054, 1.5275, 0.0096)  -0.846
I (1.2540, 2.3177, -1.8973)  0.166
C (0.2214, -0.0374, -0.0679)  0.807
P (-0.0116, -0.8171, -1.7458)  0.504
O (1.2680, -1.0867, -2.5547)  -0.711
O (-0.6867, -2.3891, -1.4460)  -0.397
O (-1.1050, -0.0701, -2.8025)  -0.447
C (1.9076, 1.7238, 1.0033)  -0.147
F (1.8870, 3.1741, 1.2391)  -0.461
C (1.6082, 1.1300, 2.4950)  -0.459
C (2.8956, 1.2448, 3.4583)  0.084
C (3.2772, -0.0006, 4.3318)  -0.529
C (4.5357, 0.0362, 5.2424)  -0.490
C (5.4505, 1.2801, 5.3051)  -0.400
C (5.0891, 2.5335, 4.4804)  -0.431
C (3.8141, 2.4784, 3.5617)  -0.354
N (3.2002, 1.4313, 0.4352)  0.958
C (3.5730, 0.0798, 0.0353)  -0.696
C (3.7566, -1.0368, 1.1680)  0.273
C (4.1700, -2.4437, 0.4764)  -0.920
C (5.7496, -2.4398, 0.1637)  -0.332
S (6.0116, -3.5010, -1.3662)  0.996
O (7.4233, -4.0220, -1.4246)  -0.566
O (5.0248, -4.6568, -1.2816)  -0.546
Cl (5.5992, -2.3883, -3.1062)  -0.167
P (4.3194, 2.7255, 0.1824)  -0.171
P (6.3634, 2.2454, 0.8068)  1.028
O (7.3402, 2.2017, -0.3959)  -0.689
O (6.5174, 0.7970, 1.6774)  -0.485
O (6.9116, 3.5115, 1.8452)  -0.507
H (-4.6061, 1.0110, 0.5293)  0.240
H (-4.2536, -0.1623, 2.0058)  0.384
H (-3.0950, -0.0429, 0.5931)  0.106
H (-2.0163, 1.1688, 2.4334)  -0.129
H (-3.6034, 3.1917, 3.6525)  0.275
H (-3.7004, 1.3292, 4.1086)  0.371
H (-4.9202, 2.0515, 2.9474)  0.204
H (-2.4162, 3.8501, 1.9679)  0.459
H (-3.6148, 3.3894, 0.6611)  0.244
H (-2.1928, 1.2618, -0.8485)  -0.007
H (-3.0232, 2.6834, -1.2907)  0.401
H (-1.6231, 5.1831, 0.4959)  0.259
H (0.0650, 4.6378, 0.0337)  0.118
H (-2.3806, 5.3643, -1.7631)  0.278
H (-1.0826, 4.1720, -2.5003)  0.322
H (0.7538, 5.9180, -1.6931)  0.467
H (-0.3552, 6.5951, -3.0240)  0.403
H (-1.6196, 8.0349, -1.2820)  0.362
H (-0.6822, 7.1992, 0.1355)  0.304
H (0.9953, -0.6847, 0.4995)  -0.278
H (-0.7650, -0.1701, 0.5241)  0.230
H (-0.1581, -2.7508, -0.6859)  0.239
H (-1.9446, -0.5950, -2.7481)  0.291
H (0.8349, 1.8615, 2.9443)  0.500
H (1.1755, 0.0782, 2.4808)  0.393
H (2.6106, -0.9357, 4.2665)  0.278
H (4.7747, -0.9111, 5.8281)  0.319
H (6.3931, 1.3134, 5.9421)  0.333
H (5.7435, 3.4773, 4.4950)  0.312
H (3.6183, 3.4217, 2.9502)  0.405
H (4.5923, 0.1354, -0.5126)  0.732
H (2.8433, -0.3399, -0.7377)  -0.333
H (4.4937, -0.7783, 1.9963)  0.133
H (2.7457, -1.2497, 1.6915)  0.080
H (3.9684, -3.3167, 1.1888)  0.380
H (3.6125, -2.6109, -0.5093)  0.407
H (6.1182, -1.3965, -0.1300)  0.100
H (6.3761, -2.8472, 1.0251)  0.402
H (4.4380, 2.8724, -1.2602)  0.099
H (7.2753, 0.3105, 1.2774)  0.302
H (6.7736, 4.3681, 1.3731)  0.346
C (-1.1791, -9.1266, -1.8691)  -1.034
C (-0.2767, -7.9079, -1.9204)  -0.492
O (-0.9447, -6.7818, -2.4906)  -0.071
S (-2.0127, -5.9756, -1.5837)  1.130
C (-2.1773, -4.5653, -2.6397)  -0.896
O (-1.3730, -5.5653, -0.3592)  -0.630
O (-3.2596, -6.6942, -1.5863)  -0.628
H (-2.0025, -8.9770, -1.1671)  0.324
H (-0.6192, -10.0079, -1.5488)  0.396
H (-1.6216, -9.3218, -2.8491)  0.255
H (0.1154, -7.6632, -0.9292)  0.399
H (0.5808, -8.1253, -2.5622)  0.272
H (-1.2257, -4.0414, -2.6776)  0.218
H (-2.9461, -3.9186, -2.2169)  0.396
H (-2.4786, -4.9005, -3.6323)  0.385
C (0.3109, -6.9409, -5.4329)  -0.760
C (0.1649, -6.7022, -6.9239)  -0.540
O (0.3548, -7.9042, -7.6703)  -0.248
S (-0.8457, -8.9871, -7.7050)  1.193
C (-0.2032, -9.9873, -9.0173)  -0.943
O (-2.0473, -8.3391, -8.1605)  -0.642
O (-0.8114, -9.7559, -6.4885)  -0.583
H (-0.4985, -7.5690, -5.0543)  0.266
H (0.2875, -5.9960, -4.8860)  0.343
H (1.2493, -7.4565, -5.2138)  0.282
H (-0.8026, -6.2499, -7.1597)  0.334
H (0.9368, -6.0012, -7.2512)  0.288
H (-0.1842, -9.3988, -9.9332)  0.330
H (-0.8632, -10.8468, -9.1358)  0.367
H (0.7980, -10.3219, -8.7473)  0.310
C (-6.2961, 5.7863, 7.6659)  -1.007
C (-6.6990, 4.5951, 6.8168)  -0.264
O (-7.2820, 5.0034, 5.5788)  -0.288
S (-6.3057, 5.5349, 4.4050)  1.059
C (-7.4981, 5.5063, 3.0963)  -0.978
O (-5.3029, 4.5349, 4.1413)  -0.491
O (-5.9596, 6.9053, 4.6741)  -0.605
H (-5.4746, 6.3386, 7.2043)  0.295
H (-5.9693, 5.4614, 8.6560)  0.391
H (-7.1311, 6.4824, 7.7766)  0.266
H (-5.8500, 3.9279, 6.6423)  0.252
H (-7.4590, 4.0174, 7.3487)  0.290
H (-7.7992, 4.4757, 2.9148)  0.315
H (-7.0268, 5.9231, 2.2059)  0.369
H (-8.3527, 6.1176, 3.3851)  0.357

---

DFT (ωB97M-V/def2-TZVPD) results for 4 unconnected molecules or ions with the total composition C32H65ClIN7O4PS in a non-equilibrium geometry.

Computed properties:
* 2S+1: 1
* net charge: +1

Each line ends with the Mulliken charge.
Cartesian coordinates (Å):
C (0.9816, -1.1812, -1.0917)  -1.083
C (0.2657, -0.3051, -1.9379)  0.376
N (-0.5238, 0.6044, -2.8289)  1.057
C (-1.3681, 1.6169, -2.1142)  -2.053
N (-2.8839, 1.3213, -2.1034)  1.026
C (-3.5449, 1.7311, -3.3941)  -0.962
C (-5.1030, 2.2789, -3.1290)  0.046
C (-5.3670, 3.6282, -4.0219)  -1.128
O (-5.2676, 2.4466, -1.6772)  0.076
C (-6.6687, 2.6690, -1.2902)  -0.738
C (-6.9467, 1.6432, 0.0012)  0.505
C (-8.1297, 0.5197, -0.1574)  -0.450
C (-8.4177, -0.5563, 1.0683)  -0.352
C (-7.5246, -0.5190, 2.4465)  -0.338
C (-6.3414, 0.6044, 2.6536)  -0.573
C (-6.0773, 1.6695, 1.4012)  -0.038
P (-3.2156, -0.3849, -1.7120)  0.039
S (-5.0944, -0.8645, -1.5941)  -0.238
N (-0.8586, 2.7237, -1.4218)  0.808
C (0.6177, 3.0362, -1.3526)  -0.559
N (0.7958, 4.3935, -2.0630)  -0.554
C (-1.7582, 3.7195, -0.6593)  -0.149
Cl (-2.8946, 4.6881, -1.7715)  -0.107
C (-2.5396, 3.0047, 0.6282)  0.219
C (-1.5355, 2.1692, 1.6182)  -0.947
C (0.1674, 1.0723, -4.0598)  -0.486
I (-1.0461, 0.8791, -5.9246)  0.081
C (1.5833, 0.2982, -4.4336)  -0.701
C (2.9082, 0.9083, -3.6876)  -0.526
H (1.3388, -1.8832, -0.1944)  0.402
H (-3.6561, 0.8435, -4.1816)  0.240
H (-2.8770, 2.5758, -3.8890)  0.350
H (-5.9057, 1.4604, -3.4605)  0.638
H (-6.3288, 3.4137, -4.6819)  0.337
H (-4.4810, 3.8121, -4.7952)  0.304
H (-5.4666, 4.6150, -3.3982)  0.236
H (-6.7962, 3.7982, -0.9264)  0.237
H (-7.4520, 2.5066, -2.1461)  0.358
H (-8.7340, 0.4946, -1.1623)  0.228
H (-9.2822, -1.3450, 0.8668)  0.284
H (-7.6974, -1.2823, 3.3195)  0.303
H (-5.7013, 0.5934, 3.6514)  0.289
H (-5.2199, 2.4534, 1.5548)  0.285
H (-2.4890, -0.6931, -0.4794)  0.183
H (-2.6270, -1.2778, -2.7193)  0.107
H (1.3337, 2.2527, -1.8275)  0.016
H (0.8618, 3.2660, -0.2074)  0.398
H (0.7630, 5.1779, -1.3503)  0.334
H (-0.0223, 4.5565, -2.7244)  0.323
H (-1.0623, 4.5430, -0.1437)  0.432
H (-3.0177, 3.9135, 1.2303)  0.525
H (-3.4477, 2.3312, 0.2793)  -0.462
H (-0.8447, 2.9398, 2.1863)  0.286
H (-2.1472, 1.4989, 2.3870)  0.331
H (-0.9129, 1.4036, 0.9587)  0.140
H (0.4463, 2.2322, -4.0198)  0.309
H (1.7427, 0.5067, -5.5991)  0.511
H (1.4926, -0.8904, -4.3652)  0.258
H (3.7994, 0.8381, -4.4786)  0.402
H (3.2322, 0.2028, -2.7965)  -0.070
H (2.8359, 2.0425, -3.3946)  0.249
C (7.6049, 0.2583, 0.5993)  -1.407
C (6.9566, 1.4587, -0.0873)  0.417
C (5.6528, 1.1073, -0.8402)  -0.490
O (5.8575, 0.4536, -2.0965)  -0.383
C (6.0750, -0.9458, -2.0004)  -0.693
N (7.9420, 2.0895, -0.9785)  -0.746
H (8.1134, -0.4055, -0.1048)  0.213
H (8.3600, 0.5952, 1.3193)  0.397
H (6.8616, -0.3281, 1.1480)  0.277
H (6.6971, 2.1769, 0.7002)  0.439
H (5.1402, 2.0466, -1.0793)  0.316
H (4.9649, 0.5319, -0.2097)  0.256
H (5.4998, -1.3995, -1.1878)  0.272
H (7.1395, -1.1512, -1.8765)  0.285
H (5.7600, -1.4031, -2.9429)  0.269
H (7.5348, 2.9419, -1.3625)  0.280
H (8.0431, 1.4806, -1.7969)  0.336
C (5.3876, -2.1171, 6.1244)  -1.359
C (6.4329, -2.8979, 5.3303)  0.319
C (6.8957, -2.1749, 4.0445)  -0.652
O (5.9644, -2.2492, 2.9608)  -0.415
C (4.9200, -1.2896, 3.0188)  -0.614
N (5.9061, -4.2392, 5.0362)  -0.742
H (4.3956, -2.1565, 5.6671)  0.267
H (5.2884, -2.5341, 7.1335)  0.347
H (5.6770, -1.0667, 6.2266)  0.338
H (7.3110, -3.0086, 5.9784)  0.419
H (7.8024, -2.6763, 3.6859)  0.336
H (7.1771, -1.1345, 4.2452)  0.395
H (5.2548, -0.3382, 3.4428)  0.312
H (4.0782, -1.6869, 3.5881)  0.301
H (4.5697, -1.1080, 1.9984)  0.124
H (6.6408, -4.7864, 4.5883)  0.281
H (5.2016, -4.1326, 4.2994)  0.323
C (-3.7238, -5.5582, 1.6064)  -1.517
C (-3.2004, -4.6747, 0.4758)  0.278
C (-1.8757, -3.9555, 0.8195)  -0.689
O (-2.0278, -2.8239, 1.6819)  -0.183
C (-2.1086, -3.1457, 3.0621)  -0.802
N (-4.2500, -3.7190, 0.0908)  -0.594
H (-4.1724, -4.9807, 2.4188)  0.270
H (-4.5013, -6.2340, 1.2308)  0.378
H (-2.9226, -6.1747, 2.0251)  0.358
H (-3.0042, -5.3320, -0.3802)  0.468
H (-1.4582, -3.5583, -0.1133)  0.245
H (-1.1299, -4.6522, 1.2196)  0.483
H (-1.4851, -4.0056, 3.3241)  0.361
H (-3.1472, -3.3263, 3.3438)  0.247
H (-1.7595, -2.2800, 3.6327)  0.208
H (-3.9303, -3.1952, -0.7236)  0.124
H (-4.2994, -3.0101, 0.8294)  0.338

---

| no. | E_LUMO (eV) |
| --- | --- |
| 1 | -0.84 |
| 2 | -5.04 |